w.
Density functional theory data (ωB97M-V/def2-TZVPD) for a molecular structure, C6H11NO.

```
19
C6H11NO (ωB97M-V/def2-TZVPD)
N 1.80 -0.33 -1.24
H 0.47 -0.96 1.34
H -1.00 2.17 1.44
H 0.01 -2.09 0.45
H 2.18 -0.67 -0.37
O -1.48 -0.94 0.51
H -1.44 2.78 -0.10
C 0.57 0.19 1.13
C 0.35 -0.32 -1.06
H -1.79 0.36 -0.88
C -0.12 0.79 -0.10
H -0.03 -0.22 -2.00
H 2.13 -1.12 -1.71
C -1.51 0.42 0.17
H 1.81 0.52 1.09
H -0.78 -1.85 -1.18
C -1.13 1.91 0.41
H 0.36 0.84 2.34
C -0.41 -1.45 -0.24
```

Summary:
* molar mass: 113.2 g/mol
* HOMO level: -9.325 eV

x.
Density functional theory data (ωB97M-V/def2-TZVPD) for a single C6H11NO molecule.

```
19
C6H11NO (ωB97M-V/def2-TZVPD)
C -1.06 0.82 -0.41
H -0.64 1.33 1.64
H 1.04 -0.02 -1.70
H -2.66 -0.66 -0.10
H -2.11 -0.62 -1.81
H 1.24 2.10 -0.63
C -0.63 -1.22 1.18
H 1.80 1.17 1.06
O 2.10 -0.86 -0.25
C -0.41 -0.67 -0.30
H -0.82 -2.34 1.09
C 1.08 1.22 0.25
C -1.86 -0.45 -0.78
H 0.35 -1.16 1.83
H 1.64 -1.87 -0.35
H -0.73 1.32 -1.37
C 0.96 -0.15 -0.56
H -1.55 -0.88 1.67
N -0.40 1.60 0.64
```

Summary:
* molar mass: 113.2 g/mol
* HOMO level: -8.085 eV
* SMILES: C[C@@]12C[C@H]1NC[C@H]2O

y.
Density functional theory data (ωB97M-V/def2-TZVPD) for a single C6H11NO molecule.

```
19
C6H11NO (ωB97M-V/def2-TZVPD)
O -1.79 1.07 0.41
H 0.37 1.55 1.81
C -2.26 -0.04 -0.03
C -0.14 -0.76 -0.57
H 0.49 -2.85 -0.47
H 1.84 0.71 1.09
H 0.27 -2.12 1.17
H 1.58 -1.77 0.02
H 0.17 1.39 -2.06
C 0.11 0.60 -0.05
H 0.21 -0.85 -1.51
N -1.62 -1.03 -0.54
C 0.68 0.68 1.26
C 0.53 1.62 -1.07
H -3.31 -0.25 0.18
H 0.40 -0.34 1.89
H 1.66 1.73 -0.99
H 0.24 2.56 -0.69
C 0.57 -1.91 0.17
```

Summary:
* molar mass: 113.2 g/mol
* HOMO level: -8.960 eV

z.
Density functional theory data (ωB97M-V/def2-TZVPD) for a single C6H11NO molecule.

```
19
C6H11NO (ωB97M-V/def2-TZVPD)
C -0.53 -0.82 2.25
C -1.30 -0.95 1.17
N 0.21 1.30 -0.41
C 0.33 1.95 0.75
C 0.91 -0.19 -2.11
C 0.54 -0.11 -0.56
H -0.98 -0.87 3.26
H -1.38 -0.81 -0.94
H 1.71 0.60 -2.42
H -0.38 -2.12 -0.48
H 0.79 1.49 1.61
H 0.60 -0.76 2.01
O -0.10 3.11 0.71
H -0.27 1.83 -1.21
H 1.43 -1.14 -2.20
C -0.63 -1.02 -0.17
H 1.51 -0.43 0.10
H -0.03 -0.01 -2.72
H -2.41 -1.04 1.36
```

Summary:
* molar mass: 113.2 g/mol
* HOMO level: -9.308 eV
* SMILES: C=CC[C@@H](C)NC=O

It comes down to z, which is 61.2 kJ/mol more stable than the next structure.